Record 1
Computed, not measured: a gas-phase ion, C22H24N3OS (charge +1) in a non-equilibrium geometry, with the ωB97M-V functional and the def2-TZVPD basis.

Summary:
Charge = +1
Energy = -40549.072 eV
Orbital gap = 7.515 eV
Energy relative to the best compared isomer or geometry (same formula, charge and spin) = 0.0 kJ/mol
Lowest unoccupied orbital energy = -2.700 eV

Structure (XYZ):
```
51
Properties=species:S:1:pos:R:3:forces:R:3
H 2.223916 1.211552 1.218748 -0.28 -0.13 0.28
H -4.855983 1.224496 5.824222 0.12 0.09 -0.28
H 2.023050 -8.168619 6.216355 -0.16 0.27 -0.04
H -2.716624 -0.007599 6.064380 -0.14 0.09 -0.21
C 3.507039 1.728771 2.856815 0.52 0.19 0.28
H -3.322045 -4.392180 5.310969 0.18 -0.12 -0.10
H 1.409245 -2.213281 3.035394 0.11 0.74 0.43
C 1.308796 -7.373389 6.006390 -0.16 0.41 0.02
C -0.508179 -5.384963 5.437923 -0.09 0.20 -0.71
H -0.403644 -8.704372 6.074622 0.15 0.29 -0.16
C -2.284095 0.017147 3.953352 0.14 0.14 -0.08
C 1.249212 -1.128199 2.932059 -0.81 0.68 -0.05
C -0.056435 -7.685186 5.904096 -0.03 0.65 -0.12
H 3.263395 2.171447 3.834253 0.25 -0.11 -0.31
C 2.285449 1.005873 2.301794 0.24 -0.20 -0.61
N 2.342819 -0.432259 2.533379 -0.05 -0.25 -0.02
H 4.660983 0.247349 1.047513 0.30 0.00 0.44
H -2.100576 0.181491 1.805019 -0.23 0.16 0.28
C 0.838234 -5.046599 5.589564 -0.16 -0.43 0.21
N -1.345148 -2.183679 4.290486 1.30 -2.09 1.21
H 3.803797 -1.843192 3.087039 -0.18 0.21 -0.15
O 4.622193 0.869801 3.070084 -0.31 -0.52 -0.55
H 5.677032 -0.640518 2.282687 -0.34 0.08 -0.48
H -3.009256 -2.583007 3.057424 0.07 0.03 0.26
C -2.702908 -2.710877 4.102461 -0.47 0.64 -0.23
N -1.241854 -4.284697 4.976944 0.53 -0.02 0.34
C -4.633962 1.512336 3.679507 0.22 -0.06 0.09
H -2.042361 -6.890957 5.406833 0.42 -0.02 0.14
C 0.037633 -0.513760 3.112725 0.24 0.00 -1.11
H -0.161539 0.394932 2.531507 0.38 -0.20 0.77
C -3.057543 0.320417 5.079754 -0.08 0.14 -0.37
C 1.768453 -6.052803 5.847180 -0.18 -0.01 0.10
C -0.549869 -3.141015 4.828043 -1.86 0.06 -0.65
C -2.613262 -4.163561 4.509199 -0.39 -0.80 0.06
C 3.574580 -1.160363 2.252651 -0.11 -0.12 -0.15
H -4.135049 1.622317 1.574105 0.05 -0.19 0.32
H -0.541491 -0.453153 5.106130 -0.53 -0.33 -0.14
H -3.410756 -2.166855 4.739764 0.22 -0.07 -0.26
C -2.694330 0.446040 2.684095 -0.22 0.15 0.33
C -4.246541 1.036802 4.940524 0.14 -0.05 -0.17
H -2.805368 -4.834320 3.664033 0.16 -0.01 0.22
H 3.453914 -1.761019 1.337186 0.20 0.05 0.16
H -5.533285 2.125812 3.588740 0.29 -0.26 -0.02
S 1.092668 -3.299104 5.319004 -0.03 -0.32 0.06
C -0.998287 -0.800929 4.152144 0.20 1.52 -0.13
H 2.824614 -5.802823 5.911848 -0.16 -0.20 0.07
C -0.981362 -6.680567 5.571223 0.17 -0.41 0.21
C -3.852189 1.229627 2.553215 0.11 -0.21 0.29
H 1.403866 1.422052 2.789406 0.08 -0.17 -0.16
C 4.707177 -0.166694 2.074754 0.28 0.62 0.46
H 3.795114 2.531927 2.155909 -0.11 -0.12 0.27
```
Positions in Å, forces in eV/Å.


Record 2
Computed, not measured: a molecular structure, C4H5Cl2FO in a non-equilibrium geometry, with the ωB97M-V functional and the def2-TZVPD basis.

Summary:
Energy = -34035.027 eV
Orbital gap = 10.521 eV
Energy relative to the best compared isomer or geometry (same formula, charge and spin) = 319.7 kJ/mol
Lowest unoccupied orbital energy = 0.173 eV

Structure (XYZ):
```
13
Properties=species:S:1:pos:R:3:forces:R:3
H 1.231659 0.071432 0.824715 1.04 -1.28 0.43
Cl 0.146549 -2.488201 1.076187 0.95 -1.68 3.00
C -0.641645 -0.364618 -0.199960 1.50 -0.17 -2.95
F -1.679599 -2.367607 -0.636795 -3.00 -1.59 0.29
Cl 0.466725 -2.425703 -1.719414 1.00 0.22 -0.64
C 0.295161 1.824146 0.459507 -1.98 0.66 4.00
H 1.263374 2.233439 1.448058 -3.50 -0.74 -3.49
O -1.706432 0.110551 -0.491872 0.89 -0.15 0.89
H -1.047189 1.780853 0.930811 4.52 0.13 -0.70
C 0.708315 0.430727 -0.012618 -0.85 2.26 -1.21
H 1.433640 0.706563 -0.949990 -1.95 -1.76 1.98
H 0.032531 2.436784 -0.390940 0.86 0.87 0.13
C -0.503089 -1.948366 -0.337691 0.52 3.23 -1.74
```
Positions in Å, forces in eV/Å.


Record 3
Computed, not measured: C5H11NO in the gas phase in a non-equilibrium geometry, with the ωB97M-V functional and the def2-TZVPD basis.

Summary:
Energy = -8899.575 eV
Orbital gap = 10.099 eV
SMILES string = CC[C@H](C=O)NC
Energy relative to the best compared isomer or geometry (same formula, charge and spin) = 204.8 kJ/mol
Lowest unoccupied orbital energy = 0.838 eV

Structure (XYZ):
```
18
Properties=species:S:1:pos:R:3:forces:R:3
H 1.343492 -1.493367 -1.065290 0.48 -0.08 0.46
C -1.206915 0.429820 -0.283929 0.69 0.28 0.29
H -1.902000 -0.065415 -0.982780 0.04 0.14 -0.02
H -0.242158 -1.815957 -2.657627 0.18 -0.39 -0.19
H -1.480295 -1.838901 -1.413922 0.09 -0.16 -0.15
C -0.441900 -2.100062 -1.627136 -0.53 0.92 1.80
H 2.295281 1.854057 0.805324 0.20 -0.36 0.22
H -0.370371 -3.144115 -1.340357 0.17 -0.29 -0.88
C 0.265386 -0.008330 -0.263680 -0.86 0.13 -0.31
H 0.739829 2.451727 0.985566 -0.31 -0.32 0.38
O -1.596150 1.307664 0.442865 -0.24 -0.12 -0.14
C 0.880272 0.265271 1.119185 1.24 -1.27 -0.89
C 1.390389 1.663398 1.392900 -0.55 1.54 -1.00
H 1.601937 1.958329 2.415828 -0.05 -0.47 0.22
H 0.794532 0.602683 -1.000591 -0.14 0.44 -0.18
H 0.240537 -0.267838 1.819447 0.09 0.52 0.48
H 1.810509 -0.316688 1.022960 -0.30 -0.33 0.53
N 0.440934 -1.428183 -0.621112 -0.19 -0.17 -0.61
```
Positions in Å, forces in eV/Å.


Record 4
Computed, not measured: a molecular structure, C18H12F3N7O4Ru, with the ωB97M-V functional and the def2-TZVPD basis.

Summary:
Charge = -1
Energy = -48218.064 eV
<S²> = 8.78
Orbital gap (spin up / spin down) = 5.974 / 7.581 eV
Energy relative to the best compared isomer or geometry (same formula, charge and spin) = 0.0 kJ/mol
Lowest unoccupied orbital energy (spin up / spin down) = 2.904 / 1.377 eV
2S+1 = 6

Structure (XYZ):
```
45
Properties=species:S:1:pos:R:3:forces:R:3
Ru -0.212679 -0.288679 0.397479 0.30 -0.31 0.31
H 4.870757 -2.595935 2.859787 0.00 0.00 0.00
C 1.599068 -2.609819 -0.368158 0.05 0.01 -0.03
H 2.354451 -5.878354 -2.087420 0.00 0.00 -0.02
C 0.010498 -2.341247 -2.017549 0.07 -0.06 -0.03
H 3.946723 -0.421843 3.785942 0.01 -0.01 0.00
C 3.998137 -2.131106 2.417666 -0.02 0.01 -0.01
O -1.807621 3.235101 -1.419035 0.00 -0.04 -0.03
H 0.238863 2.720031 0.905049 -0.01 0.02 0.03
C -1.510906 2.086893 -1.386924 0.07 0.07 -0.02
H -1.307309 1.102408 5.302939 0.00 0.00 0.01
C -0.636134 2.791672 4.158182 -0.01 -0.05 0.03
C 2.244785 -2.090207 0.771511 -0.06 -0.04 -0.09
H 0.060098 4.284647 2.781814 0.00 0.01 0.00
H -1.179820 -0.453143 3.419122 -0.01 -0.01 -0.02
O -1.888130 0.942560 -1.229375 -0.04 -0.05 0.01
O 0.936672 1.111429 -0.920480 0.07 0.03 0.08
H 1.161930 -5.663139 -3.303867 0.00 0.01 0.00
C -0.717384 3.697419 5.268211 -0.01 0.07 0.05
N -0.784436 4.422213 6.159231 0.01 0.00 0.01
N 1.824894 -5.252558 -2.669543 0.03 0.01 0.01
C -0.981492 1.450525 4.331511 0.04 0.03 -0.08
H 3.744271 -3.626940 0.909014 -0.02 -0.01 -0.03
N 1.742225 -0.924913 1.308367 0.07 0.07 0.09
F -2.406649 -2.177546 -0.040771 0.02 -0.01 -0.08
O 0.796797 2.603305 -2.652302 0.07 -0.02 0.06
C -0.121654 2.351449 1.857863 0.01 0.05 -0.11
F -1.409982 -2.371662 1.875136 0.01 0.07 -0.01
N 2.037509 -3.754261 -0.945070 0.03 0.02 0.00
C 3.384310 -2.708187 1.347530 0.07 0.00 0.05
N -0.957718 -1.617764 -2.616876 -0.06 -0.01 -0.06
C -0.909351 0.581738 3.257380 0.04 0.02 0.05
C 3.489668 -0.918489 2.942601 0.00 0.02 0.01
C -1.856976 -1.437576 0.964876 -0.02 0.15 -0.04
N 0.532083 -1.897179 -0.870630 -0.23 0.04 0.04
C 2.372895 -0.376853 2.354546 -0.02 0.02 -0.02
C -0.479033 1.006578 1.993076 -0.14 -0.24 -0.09
N 0.407531 -3.445809 -2.656088 0.00 0.02 -0.02
H -1.442462 -2.079069 -3.365370 0.01 0.02 0.00
H 1.942960 0.542933 2.730707 0.00 0.00 0.01
H -1.426095 -0.865163 -2.135751 0.04 -0.01 0.03
C 1.408038 -4.102180 -2.048227 -0.09 -0.05 0.05
C -0.209030 3.244902 2.913860 -0.02 -0.04 0.02
F -2.923569 -0.846854 1.562337 0.02 0.04 0.02
C 0.492727 1.912953 -1.734662 -0.22 0.13 -0.17
```
Positions in Å, forces in eV/Å.


Record 5
Computed, not measured: 4 unconnected molecules or ions with the total composition C3H16NO4 in a non-equilibrium geometry, with the ωB97M-V functional and the def2-TZVPD basis.

Summary:
Charge = +1
Energy = -13042.032 eV
Orbital gap = 10.981 eV
Energy relative to the best compared isomer or geometry (same formula, charge and spin) = 299.5 kJ/mol
Lowest unoccupied orbital energy = -2.981 eV

Structure (XYZ):
```
24
Properties=species:S:1:pos:R:3:forces:R:3
C -1.185085 0.440975 0.289668 2.11 -0.28 0.58
H 2.928227 0.481736 1.216873 1.30 0.23 2.23
O 1.030740 -1.509667 1.150541 4.17 0.45 0.49
O -1.396046 -0.444518 -2.230226 -1.81 -1.32 -2.05
O -2.625843 -1.255844 1.463085 -0.18 1.01 0.84
H -2.978156 -0.826557 2.256737 0.06 -0.01 -0.28
N 0.132131 0.383738 -0.537249 1.10 2.32 4.08
C -1.305091 -0.855575 1.183068 0.34 1.35 0.27
H 1.994261 -1.298374 1.353193 -1.15 -0.51 -1.33
H -2.047276 0.697693 -0.248336 -0.86 -0.13 -1.33
H -0.066408 1.652503 -2.072678 1.42 1.24 1.52
H -1.932080 -1.220237 -1.903628 0.64 1.13 -0.64
H -0.971059 1.293864 0.899780 -0.13 0.48 0.76
H 0.871799 -1.820862 2.029496 -1.15 -0.81 0.92
H 0.866225 0.149585 0.131583 -0.19 0.13 0.64
H -0.575216 -0.501840 2.043132 -2.23 -1.61 -0.99
H 3.631793 1.038914 -0.138675 0.52 -0.02 0.81
C 0.702042 1.618602 -1.192072 -1.43 -2.96 -5.70
H -1.005940 -1.755594 0.649454 0.84 0.44 0.02
H 0.174137 -0.439035 -1.042945 -0.33 -1.48 -2.42
H 0.900670 2.509649 -0.671076 -0.50 0.66 1.30
O 2.882316 0.653048 0.314230 -1.52 -0.12 -2.69
H 1.667221 1.337674 -1.759997 -1.51 0.14 1.26
H -1.693357 -0.329880 -3.183964 0.51 -0.33 1.72
```
Positions in Å, forces in eV/Å.


Record 6
Computed, not measured: C2H4ClFO2 in the gas phase in a non-equilibrium geometry, with the ωB97M-V functional and the def2-TZVPD basis.

Summary:
Energy = -21473.091 eV
Orbital gap = 11.554 eV
SMILES string = O[C@H](F)[C@H](O)Cl
Energy relative to the best compared isomer or geometry (same formula, charge and spin) = 54.7 kJ/mol
Lowest unoccupied orbital energy = 0.648 eV

Structure (XYZ):
```
10
Properties=species:S:1:pos:R:3:forces:R:3
C -0.150252 -0.846242 -0.411510 -1.79 3.72 0.05
H -0.746875 2.289046 0.038888 -0.24 0.48 -0.10
H 0.949194 -1.726729 0.641918 2.80 -0.30 1.24
C -0.069397 0.567817 0.367866 1.29 -0.46 -3.90
Cl 1.681305 1.119866 0.297565 -0.28 -0.13 0.41
F 0.657270 -0.856682 -1.509794 0.73 -0.07 0.13
H -0.378390 0.642732 1.347659 -0.21 -0.84 2.40
H -1.137174 -0.778679 -0.846763 -0.63 -0.76 0.33
O -0.865024 1.426504 -0.360916 0.04 0.18 -0.36
O 0.059343 -1.837633 0.435087 -1.71 -1.80 -0.19
```
Positions in Å, forces in eV/Å.


Record 7
Computed, not measured: 5 unconnected molecules or ions with the total composition C20H25N5 in a non-equilibrium geometry, with the ωB97M-V functional and the def2-TZVPD basis.

Summary:
Energy = -28583.286 eV
Orbital gap = 8.443 eV
SMILES string = c1cc[nH]c1.c1cc[nH]c1.c1cc[nH]c1.c1cc[nH]c1.c1cc[nH]c1
Energy relative to the best compared isomer or geometry (same formula, charge and spin) = 1284.2 kJ/mol
Lowest unoccupied orbital energy = 0.674 eV

Structure (XYZ):
```
50
Properties=species:S:1:pos:R:3:forces:R:3
H 16.917000 22.746000 15.087000 -0.01 2.72 4.58
C 16.745000 22.253000 14.268000 2.42 -5.83 -8.89
H 18.721000 21.298000 13.727000 9.51 -1.83 2.82
H 14.260000 16.142000 15.593000 0.61 1.35 -0.19
N 18.214000 26.239000 15.185000 -4.10 2.30 0.65
C 15.880000 21.650000 12.153000 6.86 -1.76 4.71
C 13.089000 24.095000 12.628000 0.23 -0.46 9.18
H 18.760000 24.518000 16.460000 -1.27 1.47 -0.89
H 18.898000 26.309000 14.579000 4.70 -0.37 -3.33
H 12.832000 21.918000 15.173000 -0.63 -3.71 1.89
C 17.239000 27.243000 14.966000 -4.13 -4.67 5.15
H 16.175000 25.375000 17.625000 0.32 -0.63 -0.40
H 17.821000 23.254000 12.053000 -0.50 2.53 -0.83
N 15.105000 19.441000 14.781000 1.73 0.00 -2.78
H 12.284000 22.154000 12.754000 -0.66 -1.15 -0.50
H 19.174000 23.414000 10.148000 2.52 -3.44 -0.82
C 16.961000 25.277000 11.679000 1.56 3.34 -2.31
H 14.118000 20.812000 16.167000 0.25 -1.87 -0.36
H 13.403000 18.006000 17.404000 0.41 1.47 -2.34
H 16.328000 25.579000 12.635000 1.73 -1.28 -2.22
H 14.707000 22.775000 13.532000 2.40 -1.03 0.16
H 16.958000 27.277000 10.335000 0.58 -2.26 0.42
H 12.956000 24.107000 11.612000 -0.14 0.66 -2.16
C 17.987000 25.271000 16.079000 -3.29 1.04 3.33
C 14.288000 19.743000 15.838000 -1.05 -4.09 1.23
C 15.310000 18.077000 14.530000 -4.29 -1.13 4.54
C 13.595000 24.924000 13.807000 -2.60 -7.08 -1.12
C 14.471000 17.236000 15.503000 0.61 6.42 -0.64
H 16.968000 27.871000 14.163000 1.08 0.45 -1.10
C 17.342000 26.201000 10.530000 -0.56 -2.99 -0.45
C 16.659000 25.668000 16.697000 1.47 1.18 -2.91
H 15.534000 20.146000 13.997000 -1.47 -2.08 2.99
H 15.191000 21.718000 11.450000 -3.08 0.11 -3.01
C 13.506000 24.050000 15.086000 -2.30 -0.96 -6.44
C 18.162000 25.340000 9.521000 -0.20 -0.55 6.41
C 16.116000 26.797000 15.899000 2.79 -0.30 -0.88
H 14.095000 24.405000 15.863000 0.40 -0.01 1.92
C 12.812000 22.790000 14.711000 2.49 8.46 -3.79
H 16.024000 17.711000 13.873000 0.97 -0.17 -1.39
H 18.670000 25.677000 8.642000 0.02 0.12 -0.26
N 12.579000 22.910000 13.304000 1.57 2.06 1.09
C 17.259000 21.053000 12.104000 -3.43 3.68 5.22
H 15.024000 27.192000 15.902000 2.37 -0.52 0.29
N 15.633000 22.223000 13.417000 -0.02 1.11 -0.91
C 18.559000 24.151000 10.371000 -5.07 7.41 -2.08
H 14.174000 25.754000 13.697000 1.20 2.32 -0.08
N 17.789000 24.185000 11.480000 -0.05 -2.70 2.23
C 13.814000 18.356000 16.360000 2.36 -0.18 -0.98
H 17.686000 20.498000 11.291000 0.18 -0.01 0.00
C 17.849000 21.480000 13.539000 -14.49 2.88 -4.76
```
Positions in Å, forces in eV/Å.


Record 8
Computed, not measured: 2 unconnected molecules or ions with the total composition C5H8N2O, with the ωB97M-V functional and the def2-TZVPD basis.

Summary:
Energy = -10341.972 eV
Orbital gap = 9.051 eV
SMILES string = c1c[nH]cn1.CC=O
Energy relative to the best compared isomer or geometry (same formula, charge and spin) = 72.7 kJ/mol
Lowest unoccupied orbital energy = 0.478 eV

Structure (XYZ):
```
16
Properties=species:S:1:pos:R:3:forces:R:3
C -1.042583 -3.979504 1.205678 0.01 0.15 0.25
H -0.474522 0.378959 0.429366 -0.44 0.01 0.02
H -4.360918 -1.040336 1.348764 0.36 0.33 -0.18
N -2.251534 -0.643452 1.093459 0.31 -0.05 0.13
H -2.481919 -3.396013 -0.270710 0.42 0.01 0.01
H -0.804543 -2.866110 -0.609704 -0.31 -0.23 0.16
C -3.647870 0.759565 0.175420 -0.21 -0.20 0.11
H -4.536709 1.287216 -0.170478 0.37 -0.21 0.14
N -2.383757 1.212346 -0.117838 0.28 -0.51 0.30
C -1.563712 0.342937 0.450966 -0.48 0.14 -0.08
C -3.591065 -0.393502 0.928001 -0.06 0.27 -0.19
H -1.275251 -4.574119 -0.875153 -0.04 0.35 0.35
C -1.421346 -3.695466 -0.224585 -0.02 -0.16 -0.35
O -1.124076 -3.153025 2.093084 0.09 -0.57 -0.45
H -1.842687 -1.428437 1.606439 -0.14 0.28 -0.23
H -0.671703 -5.008017 1.434355 -0.12 0.39 0.01
```
Positions in Å, forces in eV/Å.